# 1
The following is a quantum chemistry calculation of a structure of composition C34H34Cl2FeN13O2SbSe4, from the OMol25 dataset.

Results
Energy relative to the best compared isomer or geometry (same formula, charge and spin) = 7.12 kcal per mole
LUMO energy (alpha / beta) = 3.7 / 3.7 eV
HOMO (alpha / beta) = -1.7 / -1.8 eV
Spin multiplicity = 5
Gap between HOMO and LUMO (alpha / beta) = 0.199 / 0.200 Eh
Total charge = -2

Each line ends with the Löwdin spin population.
Positions of all 91 atoms, in Å:
1 Fe -0.3530 0.5520 0.6882  3.70
2 N 3.4740 2.2906 0.1438  0.00
3 C 2.5591 1.3387 0.3166  0.00
4 N 1.3800 1.8034 -0.0368  0.03
5 C 1.6367 3.0973 -0.3890  0.00
6 N 2.9015 3.4353 -0.2876  0.00
7 C 0.6200 4.0919 -0.7898  0.00
8 C 0.9652 5.4447 -0.8552  0.00
9 N 0.0851 6.3775 -1.1710  0.00
10 C -1.1506 5.9568 -1.4236  0.00
11 C -1.4916 4.6180 -1.3729  0.00
12 N -0.6089 3.6797 -1.0556  0.00
13 H 4.4254 2.2820 0.4635  0.00
14 H 2.7486 0.3479 0.6881  0.00
15 H 1.9787 5.7553 -0.6374  0.00
16 H -1.8854 6.7111 -1.6770  0.00
17 H -2.5003 4.2918 -1.6000  0.00
18 C -3.9467 1.5115 -0.1699  0.00
19 N -4.5887 1.4641 1.1726  0.00
20 C -5.7395 0.5182 1.1545  0.00
21 C -3.5928 1.1310 2.2698  0.00
22 C -2.5648 2.2244 2.4087  0.01
23 C -2.9975 3.3228 3.1619  0.00
24 C -2.1752 4.4056 3.4056  0.00
25 C -0.8782 4.3549 2.9136  0.00
26 C -0.4600 3.2598 2.1727  0.00
27 C -1.2686 2.1541 1.8401  0.03
28 H -4.7161 1.7224 -0.9125  0.00
29 H -3.5096 0.5303 -0.3492  0.00
30 H -3.1652 2.2664 -0.1619  0.00
31 H -4.9300 2.3982 1.3897  0.00
32 H -5.4176 -0.4293 0.7230  0.00
33 H -6.5253 0.9356 0.5277  0.00
34 H -6.0841 0.3453 2.1711  0.00
35 H -3.1688 0.1600 2.0163  0.00
36 H -4.1866 1.0323 3.1796  0.00
37 H -3.9949 3.3082 3.5983  0.00
38 H -2.5213 5.2465 3.9944  0.00
39 H -0.1844 5.1636 3.1191  0.00
40 H 0.5807 3.2651 1.8667  0.00
41 Cl 2.7039 -0.2531 5.5389  0.00
42 C 1.3952 0.7129 4.7750  0.00
43 Cl -0.1787 0.0037 5.1370  0.00
44 C 1.6925 0.8574 3.2549  0.01
45 O 2.6433 1.6154 3.0064  0.00
46 O 0.9606 0.2184 2.4719  0.03
47 H 1.4316 1.6923 5.2378  0.00
48 C 0.9414 -2.9187 1.4973  0.00
49 C 1.2159 -2.4653 0.1085  0.00
50 N 1.2812 -1.2291 -0.3283  0.02
51 C 1.5777 -1.3010 -1.6683  0.00
52 C 1.6438 -2.5960 -2.0634  0.00
53 N 1.4036 -3.3382 -0.9210  0.00
54 C 1.3148 -4.7698 -0.8647  0.00
55 N 2.5808 -5.3738 -1.2524  0.00
56 N 2.6497 -6.1361 -2.3551  0.00
57 N 3.8616 -6.4987 -2.5693  0.00
58 C 4.6484 -5.9411 -1.5847  0.00
59 C 6.0290 -6.0175 -1.3682  0.00
60 C 6.5360 -5.3272 -0.2946  0.00
61 C 5.6970 -4.5681 0.5540  0.00
62 C 4.3388 -4.4877 0.3555  0.00
63 C 3.8285 -5.2016 -0.7360  0.00
64 H 0.8799 -2.0505 2.1546  0.00
65 H 1.7306 -3.5850 1.8571  0.00
66 H -0.0120 -3.4488 1.5376  0.00
67 H 1.6638 -0.4133 -2.2720  0.00
68 H 1.8009 -3.0594 -3.0214  0.00
69 H 0.5562 -5.1433 -1.5499  0.00
70 H 1.0319 -5.0648 0.1415  0.00
71 H 6.6611 -6.5961 -2.0282  0.00
72 H 7.5994 -5.3555 -0.0925  0.00
73 H 6.1367 -4.0286 1.3831  0.00
74 H 3.7106 -3.8914 1.0007  0.00
75 N 0.8736 2.6305 -6.1793  0.00
76 C 0.2674 2.0027 -5.4302  0.00
77 C -0.4942 1.2132 -4.4978  0.00
78 C -1.5078 0.3554 -4.9338  0.00
79 C -2.1943 -0.3696 -3.9869  0.00
80 C -1.8448 -0.2227 -2.6471  0.00
81 N -0.8841 0.6006 -2.2216  0.01
82 C -0.2286 1.3014 -3.1356  0.00
83 H -1.7333 0.2744 -5.9896  0.00
84 H -2.9925 -1.0562 -4.2344  0.00
85 H -2.3559 -0.8063 -1.8858  0.00
86 H 0.5540 1.9636 -2.7811  0.00
87 Se -2.6018 -5.0421 -0.4750  0.02
88 Sb -3.7610 -2.9753 0.0729  0.02
89 Se -1.7635 -1.4188 0.5201  0.08
90 Se -4.9105 -1.8982 -1.8143  0.01
91 Se -5.1278 -2.9584 2.0818  0.01

# 2
The following is a quantum chemistry calculation of a structure of composition C34H34Cl3N2O2SSi2Tl, from the OMol25 dataset.

Results
Energy relative to the best compared isomer or geometry (same formula, charge and spin) = 30.18 kcal per mole
LUMO energy = 3.5 eV
HOMO = -0.9 eV
Gap between HOMO and LUMO = 0.163 Eh
Total charge = -2

Each line ends with the Löwdin charge.
Positions of all 79 atoms, in Å:
1 Tl -0.0571 0.2430 0.3322  0.51
2 C -0.6782 -2.5311 2.7663  -0.24
3 Si -0.1331 -0.7139 2.7377  0.46
4 C -1.0406 0.1094 4.1734  -0.24
5 C 1.6907 -0.7801 3.3465  -0.29
6 C 1.9359 -1.2396 4.6491  -0.12
7 C 3.2084 -1.2697 5.1971  -0.12
8 C 4.2858 -0.8124 4.4464  -0.13
9 C 4.0671 -0.3593 3.1553  -0.13
10 C 2.7914 -0.3499 2.5739  -0.31
11 Si 2.6061 0.0432 0.7091  0.49
12 C 3.7878 1.5090 0.3744  -0.25
13 C 3.5811 -1.4365 -0.0212  -0.24
14 H -0.5804 -2.9565 3.7714  0.01
15 H -0.0719 -3.1253 2.0774  0.02
16 H -1.7205 -2.6165 2.4479  0.01
17 H -0.9787 -0.4960 5.0857  0.01
18 H -2.0888 0.2602 3.9141  0.02
19 H -0.6097 1.0909 4.3797  0.01
20 H 1.1017 -1.5810 5.2559  0.08
21 H 3.3619 -1.6442 6.2042  0.08
22 H 5.2884 -0.8230 4.8624  0.08
23 H 4.9177 -0.0101 2.5749  0.08
24 H 4.8390 1.2258 0.5086  0.00
25 H 3.5723 2.3522 1.0361  0.01
26 H 3.6632 1.8627 -0.6542  0.00
27 H 4.6298 -1.4064 0.3028  0.01
28 H 3.5595 -1.4491 -1.1142  -0.02
29 H 3.1468 -2.3765 0.3308  0.02
30 Cl 0.1652 3.1300 2.3482  0.57
31 C -1.4577 3.8419 2.5070  -1.44
32 Cl -1.5470 5.2408 1.3863  0.52
33 Cl -1.6116 4.4645 4.1862  0.51
34 C -2.6945 2.8378 2.2026  -0.85
35 O -3.7808 3.4035 2.3464  -0.07
36 O -2.3575 1.6964 1.8919  -0.10
37 N 1.0842 -0.8741 -2.3171  -0.34
38 S 1.7229 -0.1219 -3.5047  0.98
39 C 3.3035 -0.8525 -3.9947  -0.40
40 C 3.3954 -2.1839 -4.3817  -0.08
41 C 4.6410 -2.7653 -4.5409  -0.08
42 C 5.7927 -2.0149 -4.3202  -0.09
43 C 5.6971 -0.6870 -3.9388  -0.08
44 C 4.4456 -0.1043 -3.7663  -0.09
45 C 0.8158 -0.5140 -5.0240  -0.38
46 C 1.3189 -0.2601 -6.2942  -0.09
47 C 0.5282 -0.5145 -7.4035  -0.10
48 C -0.7594 -1.0157 -7.2413  -0.10
49 C -1.2549 -1.2582 -5.9696  -0.08
50 C -0.4698 -1.0016 -4.8507  -0.07
51 H 0.9767 -1.8798 -2.4475  0.02
52 H 2.4922 -2.7606 -4.5474  0.12
53 H 4.7182 -3.8079 -4.8231  0.10
54 H 6.7662 -2.4747 -4.4364  0.10
55 H 6.5920 -0.1064 -3.7547  0.10
56 H 4.3553 0.9211 -3.4277  0.11
57 H 2.3258 0.1225 -6.4147  0.11
58 H 0.9143 -0.3199 -8.3967  0.10
59 H -1.3758 -1.2120 -8.1099  0.09
60 H -2.2589 -1.6422 -5.8399  0.10
61 H -0.8391 -1.1694 -3.8432  0.10
62 C -0.5646 1.9229 -0.9474  -0.29
63 H 0.2758 2.6149 -1.0004  -0.03
64 H -1.4423 2.4342 -0.5575  -0.04
65 H -0.7795 1.5309 -1.9437  -0.04
66 N -6.6291 -7.2659 -2.4503  0.11
67 C -5.8824 -6.4342 -2.1715  -0.21
68 C -4.9453 -5.3999 -1.8271  -0.26
69 C -3.9336 -5.6470 -0.8971  -0.05
70 C -3.0259 -4.6579 -0.5804  -0.03
71 C -3.0957 -3.3866 -1.1787  -0.25
72 C -4.1239 -3.1571 -2.1100  -0.03
73 C -5.0329 -4.1445 -2.4300  -0.05
74 C -2.1566 -2.3743 -0.8534  -0.16
75 C -1.3295 -1.5197 -0.5597  -0.10
76 H -3.8685 -6.6198 -0.4265  0.11
77 H -2.2411 -4.8417 0.1411  0.11
78 H -4.1915 -2.1809 -2.5708  0.11
79 H -5.8194 -3.9519 -3.1487  0.11

# 3
The following is a quantum chemistry calculation of a structure of composition C34H34CrN2O6P in a non-equilibrium geometry, from the OMol25 dataset.

Results
LUMO energy (alpha / beta) = 2.2 / 2.2 eV
HOMO (alpha / beta) = -2.3 / -4.7 eV
Spin multiplicity = 5
Gap between HOMO and LUMO (alpha / beta) = 0.165 / 0.253 Eh
Total charge = -1

Each line ends with the Löwdin spin population.
Positions of all 78 atoms, in Å:
1 Cr 0.7237 0.8473 0.3620  2.41
2 C 2.5974 3.4781 1.6553  0.00
3 C 2.6121 2.4079 2.7494  0.00
4 C 3.5607 1.2668 2.3843  0.00
5 C 1.1963 1.9084 3.1219  0.02
6 C 1.1676 1.4341 4.5829  0.00
7 O 0.4999 0.1845 4.5758  0.06
8 C 0.2286 -0.1568 3.2716  0.22
9 N 0.6678 0.7517 2.3851  0.14
10 C -0.4613 -1.3616 3.0849  0.10
11 C -0.6676 -2.2207 4.2126  0.08
12 C -1.3176 -3.4147 4.0989  0.02
13 C -1.8235 -3.8473 2.8563  0.14
14 C -1.6736 -3.0233 1.7586  0.00
15 C -1.0193 -1.7973 1.8383  0.15
16 P -0.9316 -0.8033 0.3242  0.02
17 C -2.6917 -0.6490 -0.0896  0.00
18 C -3.4406 -1.4128 -0.9747  0.00
19 C -4.7958 -1.1671 -1.1258  0.00
20 C -5.4173 -0.1612 -0.4024  0.00
21 C -4.6798 0.5973 0.4948  0.00
22 C -3.3253 0.3541 0.6471  0.00
23 C 0.0725 -1.9407 -0.6948  0.01
24 C 1.4102 -1.8334 -0.2871  0.01
25 C 2.4044 -2.5846 -0.8781  0.00
26 C 2.0723 -3.4734 -1.8931  0.00
27 C 0.7532 -3.5934 -2.2991  0.00
28 C -0.2470 -2.8311 -1.7083  0.00
29 H 3.6180 3.7876 1.4229  0.00
30 H 2.0370 4.3585 1.9783  0.00
31 H 2.1435 3.0985 0.7393  0.00
32 H 2.9940 2.8851 3.6604  0.00
33 H 3.3038 0.8465 1.4109  0.00
34 H 3.5336 0.4661 3.1276  0.00
35 H 4.5842 1.6375 2.3162  0.00
36 H 0.5043 2.7487 2.9861  0.00
37 H 0.6261 2.1254 5.2325  0.00
38 H 2.1757 1.2954 4.9874  0.00
39 H -0.2905 -1.8996 5.1736  0.01
40 H -1.4545 -4.0405 4.9730  0.00
41 H -2.3320 -4.7983 2.7686  0.01
42 H -2.0860 -3.3238 0.8013  0.00
43 H -2.9864 -2.1905 -1.5643  0.00
44 H -5.3672 -1.7561 -1.8315  0.00
45 H -6.4723 0.0367 -0.5457  0.00
46 H -5.1609 1.3769 1.0735  0.00
47 H -2.7358 0.9381 1.3478  0.00
48 H 1.6500 -1.1245 0.5167  0.00
49 H 3.4361 -2.4637 -0.5730  0.00
50 H 2.8459 -4.0565 -2.3755  0.00
51 H 0.4911 -4.2730 -3.1002  0.00
52 H -1.2522 -2.9103 -2.0921  0.00
53 O 4.0267 0.9516 -1.7418  0.00
54 C 2.8208 0.8361 -1.8660  0.00
55 O 2.0030 1.1845 -0.8946  0.02
56 C 2.2327 0.2745 -3.1303  0.00
57 C 3.0916 -0.1140 -4.1662  0.11
58 C 2.5558 -0.6515 -5.3322  0.00
59 C 1.1925 -0.7988 -5.5005  0.09
60 C 0.3244 -0.3802 -4.4753  0.04
61 C 0.8693 0.1463 -3.2942  0.07
62 N -1.0485 -0.4624 -4.6067  0.25
63 O -1.7847 0.0002 -3.6536  0.19
64 O -1.5527 -1.0067 -5.6430  0.23
65 H 4.1578 0.0104 -4.0347  0.01
66 H 3.2236 -0.9620 -6.1279  0.00
67 H 0.7680 -1.2160 -6.4021  0.01
68 H 0.1798 0.4475 -2.5294  0.01
69 C -2.2240 3.7110 0.7342  -0.01
70 O -1.1301 2.8288 0.9763  -0.10
71 C -0.4293 2.2918 -0.0459  -0.29
72 C -0.7117 2.7716 -1.4312  -0.04
73 H -1.8816 4.6738 0.3506  0.00
74 H -2.6993 3.8641 1.7007  0.00
75 H -2.9387 3.2682 0.0388  0.00
76 H -1.1750 3.7589 -1.4783  0.00
77 H -1.3725 2.0528 -1.9380  -0.01
78 H 0.2219 2.7965 -1.9935  0.00